# C47H46N4P2S2Sn

A molecular structure, C47H46N4P2S2Sn (wB97M-V/def2-TZVPD, OMol25).

Last column: Mulliken charge in e.
Positions of all 102 atoms, in Å:
Sn -0.0786 -0.1562 0.0542  -0.431
C 2.4886 -2.3911 2.2719  -0.455
C 1.4408 -2.2464 3.3766  -0.989
C 0.2137 -1.4114 2.9871  -0.989
N -0.2854 -1.6929 1.6644  0.797
C -0.9041 -2.8221 1.3705  0.833
C -1.3344 -3.7208 2.3561  -0.480
C -1.9197 -4.9675 2.2714  -0.642
C -2.0358 -5.8014 1.1737  -0.589
C -1.6870 -5.4810 -0.1308  -0.613
C -1.3937 -4.2447 -0.6597  -0.919
C -1.2536 -2.9865 -0.0425  0.594
N -1.3264 -1.8685 -0.7329  0.783
C -1.8998 -1.8412 -2.0535  -1.298
C -0.8545 -1.7514 -3.1655  -0.278
C -0.1795 -0.3787 -3.1388  -1.370
N 0.7255 -0.2778 -2.0281  0.314
C 2.0262 -0.4587 -2.1447  1.086
C 2.5804 -0.9834 -3.3302  -0.995
C 3.8652 -0.9919 -3.8243  -0.718
C 4.9859 -0.3760 -3.2949  -0.535
C 5.0736 0.1988 -2.0406  -0.759
C 4.1682 0.1843 -0.9971  -0.288
C 2.8153 -0.1861 -0.9368  0.878
N 2.1302 -0.2060 0.1965  0.513
C 2.7502 0.0500 1.4710  -0.594
C 3.4108 -1.1920 2.0651  -1.151
H 1.9901 -2.6233 1.3293  0.034
H 3.1244 -3.2426 2.5262  0.469
H 1.8952 -1.7862 4.2569  0.558
H 1.1115 -3.2497 3.6573  0.357
H 0.4770 -0.3543 2.9998  -0.017
H -0.5772 -1.5495 3.7349  0.587
H -1.2587 -3.3391 3.3638  0.339
H -2.2809 -5.3729 3.2100  0.399
H -2.4058 -6.8041 1.3449  0.362
H -1.7096 -6.2994 -0.8420  0.391
H -1.2550 -4.2271 -1.7336  0.368
H -2.5215 -0.9439 -2.1041  0.052
H -2.5583 -2.7056 -2.1987  0.642
H -1.3456 -1.8918 -4.1312  0.410
H -0.1049 -2.5375 -3.0324  0.418
H -0.9530 0.3835 -3.0068  0.040
H 0.3439 -0.1650 -4.0767  0.675
H 1.8546 -1.4580 -3.9743  0.303
H 3.9921 -1.4804 -4.7843  0.370
H 5.8728 -0.3484 -3.9119  0.348
H 6.0212 0.6744 -1.8173  0.365
H 4.5719 0.5978 -0.0831  0.306
H 1.9867 0.4342 2.1448  -0.458
H 3.4957 0.8464 1.3811  0.767
H 3.8665 -0.9099 3.0170  0.486
H 4.2132 -1.4931 1.3871  0.402
S -2.7060 1.4393 -1.4336  -0.678
P -2.5806 1.5970 0.5072  1.404
C -0.9725 1.5247 1.2898  -0.455
P 0.0050 3.0161 1.1057  2.154
S 1.6376 2.8948 0.0532  -0.604
C 0.3993 3.3630 2.8597  -0.055
C 1.5509 4.0896 3.1375  -0.894
C 1.9810 4.2467 4.4430  -0.790
C 1.2617 3.6816 5.4853  -0.508
C 0.1006 2.9751 5.2158  -1.198
C -0.3278 2.8162 3.9099  -0.055
C -0.9646 4.4361 0.5172  0.284
C -1.0898 4.5646 -0.8612  -0.582
C -1.7254 5.6689 -1.3946  -0.852
C -2.2189 6.6527 -0.5512  -0.547
C -2.0947 6.5226 0.8232  -0.765
C -1.4689 5.4136 1.3637  -0.167
C -3.5460 3.0367 1.0676  1.057
C -3.7797 3.3043 2.4097  -0.345
C -4.6808 4.2908 2.7621  -0.893
C -5.3489 5.0049 1.7809  -0.618
C -5.0917 4.7620 0.4432  -0.803
C -4.1917 3.7774 0.0868  -0.719
C -3.4554 0.2361 1.3569  1.258
C -3.1657 -0.0707 2.6801  0.151
C -3.8574 -1.0783 3.3232  -0.942
C -4.8397 -1.7875 2.6508  -0.705
C -5.1297 -1.4841 1.3315  -0.806
C -4.4411 -0.4716 0.6878  -0.937
H 2.1150 4.5016 2.3118  0.461
H 2.8919 4.7916 4.6489  0.416
H 1.6075 3.7854 6.5056  0.397
H -0.4626 2.5310 6.0264  0.437
H -1.2240 2.2533 3.6995  0.462
H -0.6692 3.8020 -1.5039  0.317
H -1.8268 5.7724 -2.4662  0.447
H -2.6988 7.5293 -0.9662  0.405
H -2.4813 7.2942 1.4753  0.441
H -1.3705 5.3039 2.4353  0.438
H -3.2691 2.7477 3.1783  0.274
H -4.8807 4.4884 3.8053  0.448
H -6.0781 5.7490 2.0631  0.409
H -5.6076 5.3209 -0.3236  0.459
H -3.9857 3.5666 -0.9530  0.368
H -2.3781 0.4605 3.1936  -0.012
H -3.6309 -1.3139 4.3535  0.460
H -5.3772 -2.5794 3.1548  0.429
H -5.8958 -2.0321 0.8013  0.455
H -4.6458 -0.2420 -0.3486  0.422

Atomic forces in eV per Å
Sn 0.177 0.085 0.425
C 0.175 0.040 0.152
C -0.048 -0.083 -0.216
C 0.086 0.142 0.255
N 0.079 0.345 -0.990
C 0.305 0.253 0.380
C -0.128 0.004 0.262
C 0.001 -0.184 -0.242
C -0.027 -0.243 -0.026
C -0.131 -0.008 0.218
C 0.079 -0.224 -0.157
C -0.228 0.270 -0.346
N 0.654 0.809 0.593
C -0.184 -0.125 -0.495
C -0.102 0.075 0.008
C -0.129 -0.192 -0.394
N -0.086 0.304 1.449
C -0.427 0.161 -0.249
C -0.049 -0.264 -0.167
C 0.055 0.214 0.119
C 0.205 0.030 -0.122
C -0.002 -0.205 -0.211
C 0.101 0.256 0.095
C -0.022 -0.154 0.533
N -1.113 -0.303 -0.504
C 0.333 0.093 0.348
C -0.114 -0.003 -0.132
H 0.042 -0.138 -0.032
H -0.060 -0.058 -0.082
H -0.017 -0.055 0.105
H 0.005 0.022 0.072
H -0.221 0.037 0.146
H 0.050 0.121 0.006
H 0.020 0.059 0.072
H 0.082 -0.007 0.045
H 0.016 -0.011 0.051
H -0.068 0.030 -0.045
H -0.005 -0.001 0.021
H -0.047 -0.156 -0.028
H 0.094 0.085 0.045
H -0.021 -0.048 0.000
H 0.014 -0.029 -0.136
H 0.151 -0.041 -0.106
H -0.076 0.000 0.079
H -0.039 -0.031 -0.044
H -0.029 0.011 -0.003
H 0.064 -0.022 -0.023
H 0.040 -0.030 0.095
H -0.098 -0.023 0.034
H 0.039 0.141 0.014
H -0.205 0.026 0.127
H 0.088 0.001 0.035
H 0.108 -0.015 0.052
S 0.084 -0.147 -0.701
P 0.599 -0.183 1.594
C -0.003 -0.390 -2.146
P -0.517 -0.605 0.782
S 0.472 0.028 -0.416
C 0.232 0.141 -0.216
C -0.022 0.068 0.007
C 0.097 0.064 0.103
C 0.028 0.010 0.054
C -0.001 0.011 0.186
C -0.093 0.056 -0.075
C 0.285 -0.125 0.061
C 0.060 -0.012 -0.062
C -0.054 0.087 -0.047
C -0.050 0.068 -0.021
C -0.069 0.162 0.059
C 0.059 -0.078 -0.027
C -0.054 -0.196 -0.339
C -0.016 0.006 -0.060
C -0.024 0.012 0.124
C -0.092 0.130 0.011
C -0.112 0.064 0.083
C -0.032 0.004 0.049
C 0.014 0.116 -0.388
C 0.106 -0.023 0.022
C -0.071 -0.109 0.134
C -0.096 -0.110 0.043
C -0.122 -0.084 0.003
C 0.008 -0.080 -0.084
H 0.096 0.007 0.001
H 0.034 0.056 0.009
H 0.012 0.016 0.011
H -0.036 0.005 0.019
H 0.032 -0.108 -0.047
H -0.012 0.048 -0.016
H 0.007 -0.007 -0.048
H -0.031 0.020 -0.012
H -0.028 0.018 0.031
H 0.012 0.042 0.045
H 0.025 -0.144 0.110
H 0.002 0.029 0.082
H -0.056 0.119 0.039
H -0.026 0.085 -0.051
H -0.057 0.001 0.004
H 0.081 0.039 -0.010
H 0.027 -0.028 0.087
H -0.016 -0.034 0.020
H -0.039 -0.064 -0.018
H -0.031 0.055 -0.074

## Properties
LUMO = -0.01 eV
Multiplicity = 1
HOMO = -7.2637 eV